(1)
{
  "formula": "C23H35CuN4O4S2",
  "method": "ωB97M-V with the def2-TZVPD basis set",
  "symbols": ["Cu", "C", "N", "C", "C", "O", "C", "O", "C", "C", "O", "N", "C", "C", "H", "H", "H", "H", "H", "H", "H", "H", "H", "H", "H", "H", "H", "H", "H", "H", "C", "C", "O", "S", "C", "C", "C", "C", "C", "C", "C", "C", "H", "H", "H", "H", "H", "H", "H", "C", "N", "C", "C", "S", "N", "C", "C", "H", "H", "H", "H", "H", "H", "H", "H", "H", "H", "H", "H"],
  "xyz": [[-0.811350, -0.164906, 1.020058], [-3.500326, -4.076739, 1.700341], [-2.772925, -3.425453, 2.784612], [-2.609749, -4.238962, 3.978532], [-2.263855, -2.208599, 2.612176], [-2.398635, -1.562020, 1.566441], [-1.456830, -1.572405, 3.747858], [-1.179851, -0.225580, 3.415558], [-2.208846, 0.690403, 3.739062], [-2.404559, 1.663813, 2.585992], [-1.815209, 1.503759, 1.509313], [-3.242086, 2.678029, 2.795725], [-3.869361, 2.941992, 4.082712], [-3.487045, 3.654590, 1.737271], [-4.542928, -4.225842, 1.984356], [-3.449372, -3.462580, 0.807981], [-3.051137, -5.049152, 1.496727], [-3.584495, -4.458249, 4.417206], [-2.143403, -5.186024, 3.703920], [-1.984316, -3.751517, 4.720160], [-1.952380, -1.636647, 4.717212], [-0.489274, -2.073024, 3.805087], [-3.156602, 0.175769, 3.922827], [-1.923017, 1.238918, 4.640299], [-4.254411, 2.033704, 4.543364], [-3.172852, 3.424171, 4.773262], [-4.704585, 3.618795, 3.926607], [-2.902898, 3.388530, 0.863716], [-4.544972, 3.657981, 1.474415], [-3.201021, 4.650793, 2.076035], [2.876569, 1.615010, -9.075806], [2.220373, 1.277970, -7.766887], [2.787470, 0.865383, -6.793768], [0.454020, 1.588796, -7.804046], [0.031818, 1.205866, -6.117366], [-0.145934, 2.244567, -5.212901], [-0.389997, 1.961823, -3.880733], [-0.454233, 0.636835, -3.441391], [-0.325129, -0.396690, -4.371713], [-0.085771, -0.113636, -5.704929], [-0.585874, 0.350496, -2.044061], [-0.576311, 0.108399, -0.856400], [3.619970, 0.856099, -9.314756], [3.399515, 2.565869, -8.959065], [2.156111, 1.707425, -9.885510], [-0.076321, 3.268717, -5.554755], [-0.506655, 2.759595, -3.159530], [-0.398230, -1.422526, -4.035524], [0.024702, -0.912060, -6.426358], [4.884541, -0.304934, 2.179421], [3.435488, -0.133927, 2.192055], [2.913711, 0.310672, 3.476701], [2.643302, -0.666015, 1.240970], [1.118963, -1.323491, 1.705022], [3.098931, -0.726723, -0.011907], [2.508120, -1.578078, -1.042817], [4.113635, 0.180644, -0.531178], [5.187361, -0.736611, 3.134972], [5.405394, 0.645993, 2.056994], [5.188406, -0.992621, 1.395649], [3.472180, 1.195265, 3.786466], [3.038665, -0.462175, 4.239914], [1.860438, 0.554412, 3.397312], [1.975273, -2.403493, -0.587436], [3.312900, -1.961394, -1.671482], [1.804224, -1.017805, -1.655382], [4.318590, 0.984825, 0.168141], [3.734270, 0.616356, -1.455978], [5.037791, -0.352359, -0.760783]],
  "atomic_forces_ev_per_a": [[0.4, -0.1, -0.3], [0.0, 0.0, -0.1], [-0.1, -0.2, -0.1], [0.0, 0.0, 0.0], [-0.1, 0.1, 0.1], [0.1, -0.1, 0.1], [0.1, 0.1, -0.1], [-0.1, 0.1, 0.0], [0.1, -0.1, -0.1], [-0.2, 0.0, 0.1], [-0.1, 0.1, 0.1], [0.0, 0.1, -0.2], [0.1, 0.0, 0.1], [0.0, 0.0, -0.1], [0.0, 0.0, 0.0], [0.0, 0.0, 0.0], [0.0, 0.0, 0.0], [0.0, 0.0, 0.0], [0.0, 0.0, 0.0], [0.0, 0.0, 0.0], [0.0, 0.0, 0.0], [0.0, 0.0, 0.1], [0.0, 0.0, 0.0], [-0.1, 0.0, 0.0], [0.0, 0.0, 0.0], [0.0, 0.0, 0.0], [0.0, 0.0, 0.0], [0.0, 0.0, 0.0], [0.0, 0.0, 0.0], [0.0, 0.0, 0.0], [0.2, 0.0, 0.0], [-0.2, 0.0, 0.2], [0.1, 0.0, -0.1], [-0.2, -0.1, 0.1], [0.1, 0.1, -0.3], [0.0, 0.0, 0.0], [0.0, -0.1, 0.0], [0.0, 0.1, -0.1], [0.0, 0.0, 0.0], [0.0, 0.0, 0.0], [0.2, -0.1, 0.1], [-0.2, 0.1, 0.3], [0.0, 0.0, 0.0], [0.0, 0.0, 0.0], [0.0, 0.0, 0.0], [0.0, 0.0, 0.0], [0.0, 0.0, 0.0], [0.0, 0.0, 0.0], [0.0, 0.0, 0.0], [0.1, 0.0, 0.1], [0.0, 0.0, 0.0], [0.0, 0.0, 0.1], [0.0, 0.1, -0.2], [0.0, -0.3, 0.0], [-0.1, 0.0, 0.1], [-0.1, -0.1, 0.0], [0.1, 0.2, -0.1], [0.0, 0.0, 0.0], [0.0, 0.0, 0.0], [0.0, 0.0, 0.0], [0.0, 0.0, 0.0], [0.0, 0.0, 0.0], [0.0, 0.0, 0.0], [0.0, -0.1, 0.1], [0.0, 0.0, 0.1], [0.0, 0.1, 0.0], [-0.1, 0.0, 0.0], [0.0, 0.0, 0.0], [0.0, 0.0, 0.0]],
  "e_tot_ha": -3853.9978,
  "homo_lumo_gap_ev": [8.0, 6.6],
  "homo_ev": [-10.0, -9.9],
  "fmax_ev_per_a": 0.56,
  "total_charge": 1,
  "multiplicity": 2
}

---

(2)
{
  "formula": "C23H35I2MnN5O7S",
  "method": "ωB97M-V with the def2-TZVPD basis set",
  "symbols": ["Mn", "C", "N", "C", "C", "O", "C", "O", "C", "C", "O", "N", "C", "C", "H", "H", "H", "H", "H", "H", "H", "H", "H", "H", "H", "H", "H", "H", "H", "H", "C", "C", "C", "C", "C", "C", "C", "S", "O", "O", "N", "C", "C", "O", "O", "H", "H", "H", "H", "H", "H", "H", "H", "H", "N", "C", "N", "C", "C", "C", "C", "C", "H", "H", "H", "H", "H", "H", "H", "H", "H", "H", "I", "I"],
  "xyz": [[2.140749, 0.749197, 1.051496], [3.244040, 2.202528, -4.357865], [3.651733, 1.655508, -3.076723], [4.968376, 2.076478, -2.612185], [2.804929, 1.081952, -2.207973], [3.124984, 0.850849, -1.044892], [1.414909, 0.704164, -2.722777], [0.723004, -0.141917, -1.837033], [0.956795, -1.522589, -1.965582], [1.622923, -2.086659, -0.709561], [2.141316, -1.342615, 0.115317], [1.644121, -3.423044, -0.585537], [2.249160, -4.011842, 0.608508], [0.889761, -4.304660, -1.459293], [4.107652, 2.207380, -5.020655], [2.882031, 3.228100, -4.241446], [2.458288, 1.611413, -4.822605], [5.724796, 1.734798, -3.320036], [5.159898, 1.638730, -1.638691], [5.014706, 3.164409, -2.529384], [1.475195, 0.249403, -3.715901], [0.823996, 1.618637, -2.789815], [1.594477, -1.742462, -2.828586], [-0.010552, -2.008298, -2.114921], [2.998308, -3.331469, 1.000822], [2.725001, -4.953863, 0.339076], [1.505005, -4.174555, 1.388073], [1.010600, -4.027518, -2.506238], [-0.175777, -4.303765, -1.209096], [1.267626, -5.316087, -1.335583], [-4.414861, -1.665654, -1.208791], [-3.273110, -1.580698, -0.233331], [-3.447738, -1.959908, 1.098681], [-2.422183, -1.823040, 2.015285], [-1.192115, -1.304793, 1.614655], [-0.988567, -0.967148, 0.290811], [-2.030103, -1.098088, -0.622243], [-0.010417, -1.250298, 2.968695], [-0.735236, -0.622764, 4.053193], [0.355551, -2.637731, 3.155400], [1.272393, -0.327496, 2.584631], [2.323792, -0.565330, 3.598428], [3.711566, -0.450076, 2.949289], [4.697762, -0.890187, 3.488327], [3.690038, 0.203864, 1.814700], [-5.026101, -2.548358, -1.022009], [-4.057262, -1.697529, -2.237296], [-5.062770, -0.791506, -1.105507], [-4.401146, -2.366574, 1.414564], [-2.552518, -2.103732, 3.052318], [-0.033658, -0.595561, -0.041548], [-1.862511, -0.817231, -1.657285], [2.246467, -1.545570, 4.064137], [2.296350, 0.190665, 4.393601], [0.438968, 1.421862, 0.701010], [-0.587939, 1.898623, 0.925140], [-1.724009, 2.427755, 1.218995], [-2.393311, 3.389050, 0.337610], [-3.787108, 2.871231, -0.002717], [-4.568561, 2.569391, 1.278636], [-3.812888, 1.546127, 2.130413], [-2.416900, 2.060547, 2.462223], [-1.781385, 3.537450, -0.550028], [-2.465637, 4.345719, 0.863149], [-3.695092, 1.957427, -0.596782], [-4.301420, 3.620737, -0.606210], [-5.564706, 2.197189, 1.035258], [-4.695189, 3.494977, 1.849764], [-3.724608, 0.601972, 1.585394], [-4.343326, 1.348069, 3.062784], [-1.832415, 1.308115, 2.993119], [-2.486196, 2.955709, 3.087636], [3.066913, 3.263317, 1.256411], [1.453136, 4.317276, -1.311425]],
  "atomic_forces_ev_per_a": [[1.1, -1.7, 0.4], [-0.1, 0.0, 0.0], [0.2, 0.0, 0.0], [0.0, 0.0, 0.1], [-0.1, 0.1, 0.0], [-0.1, 0.0, 0.3], [-0.1, 0.0, 0.1], [0.2, 0.1, -0.3], [0.0, 0.0, 0.0], [0.2, -0.1, -0.1], [-0.1, -0.2, 0.0], [0.1, 0.0, 0.1], [0.0, 0.1, 0.0], [-0.1, 0.1, 0.0], [0.0, 0.0, 0.0], [0.0, 0.0, 0.0], [0.1, 0.0, 0.0], [0.0, 0.0, 0.0], [0.0, 0.0, 0.0], [0.0, 0.0, 0.0], [0.0, 0.0, 0.0], [0.0, 0.1, -0.1], [0.0, 0.0, 0.0], [0.1, 0.0, -0.1], [0.0, 0.0, 0.0], [0.0, 0.0, 0.0], [-0.1, 0.0, 0.0], [0.0, 0.0, 0.0], [0.0, 0.0, 0.0], [0.0, 0.0, 0.0], [0.0, 0.0, 0.1], [0.0, 0.0, 0.0], [0.1, -0.1, -0.1], [0.0, 0.0, 0.0], [0.1, 0.1, 0.1], [0.1, -0.2, 0.1], [-0.1, 0.0, 0.1], [0.4, 0.6, -0.6], [-0.1, -0.1, 0.1], [0.1, 0.0, 0.1], [-0.1, -0.2, 0.0], [0.4, 0.2, -0.2], [-0.7, -0.5, 1.1], [0.0, 0.2, -0.4], [0.8, 0.2, -0.6], [0.0, 0.0, 0.0], [0.0, 0.0, 0.0], [0.0, 0.0, 0.0], [0.0, 0.0, 0.0], [-0.1, 0.0, 0.0], [-0.5, -0.1, 0.2], [0.0, 0.1, 0.0], [0.0, 0.0, 0.0], [-0.1, -0.1, 0.0], [-1.5, 0.8, -0.5], [0.2, 0.3, 0.0], [-0.1, 0.1, 0.0], [-0.2, 0.0, -0.2], [0.0, 0.1, 0.2], [0.1, -0.1, -0.1], [0.0, 0.2, -0.1], [-0.3, -0.3, 0.2], [0.1, 0.0, 0.0], [0.1, 0.0, 0.0], [0.0, 0.0, 0.0], [0.0, 0.0, 0.0], [0.0, 0.0, 0.0], [-0.1, 0.0, 0.0], [0.0, 0.0, 0.1], [0.0, 0.0, 0.0], [0.1, 0.0, 0.0], [0.1, 0.0, 0.0], [0.0, 0.4, 0.0], [0.0, 0.0, 0.0]],
  "e_tot_ha": -3842.5113,
  "homo_lumo_gap_ev": [6.7, 6.6],
  "homo_ev": [-7.8, -8.3],
  "fmax_ev_per_a": 2.04,
  "total_charge": 0,
  "multiplicity": 6
}